Formula: C4F24O12P2PdS4
Source: the Open Molecules 2025 dataset
Level of theory: ωB97M-V/def2-TZVPD

Structure (XYZ):
```
47
C4F24O12P2PdS4 ωB97M-V/def2-TZVPD
Pd -0.37220 0.49384 -0.07896
C -3.74141 -2.79323 0.17207
F -4.66263 -3.54249 0.84038
F -3.26002 -3.55159 -0.81412
F -4.41444 -1.77594 -0.38627
S -2.40309 -2.21233 1.32768
O -1.70145 -3.43964 1.57455
O -1.71350 -1.23263 0.49997
O -3.11303 -1.65973 2.45797
C 3.32809 -2.29448 -0.42666
F 3.73628 -3.47452 -0.96225
F 4.18198 -2.00458 0.56284
F 3.45066 -1.36986 -1.36947
S 1.57696 -2.49251 0.20900
O 0.98456 -3.40234 -0.74231
O 1.74938 -2.99275 1.54169
O 1.08416 -1.11526 0.14450
C -0.64980 1.08229 4.58385
F -0.43179 0.76187 5.88057
F -1.94893 0.85331 4.35830
F -0.47253 2.41175 4.48188
S 0.39598 0.06815 3.43237
O 1.75645 0.37507 3.78798
O -0.05682 -1.24631 3.77097
O -0.04919 0.59620 2.14895
C 3.43937 2.80203 -1.16395
F 3.70009 1.78365 -1.98369
F 4.60743 3.44377 -0.94311
F 2.63848 3.65506 -1.81374
S 2.69135 2.23204 0.43580
O 3.54954 1.16935 0.85553
O 2.74989 3.44332 1.23113
O 1.34953 1.86830 0.01648
P 0.20594 -0.18463 -3.92745
F -0.86106 1.01502 -4.11147
F -1.01285 -1.23771 -3.88620
F 0.32058 -0.33791 -5.54856
F 1.25634 -1.37629 -3.74611
F 1.40397 0.89961 -3.95820
F 0.12665 -0.02204 -2.28393
P -2.79948 2.10742 -0.90528
F -3.06641 3.59355 -0.29164
F -3.20332 2.61187 -2.36148
F -1.23010 2.53073 -1.16876
F -2.45566 0.61923 -1.44094
F -2.34347 1.63680 0.60568
F -4.32051 1.70454 -0.60557
```

Output
Total charge ... -4
<S²> ... 2.00
E ... -5855.8577 hartree
Kohn-Sham gap (alpha / beta) ... 7.91 / 7.87 eV
Relative energy (zero: lowest compared OMol25 entry of this formula, charge and spin) ... 0.0 kcal per mole
2S+1 ... 3
Maximum force ... 2.83 eV Å⁻¹